The following is a quantum chemistry calculation of a 17-piece molecular cluster, H34O17 overall in a non-equilibrium geometry, from the Open Molecules 2025 dataset.

XYZ file:
```
51
Properties=species:S:1:pos:R:3:forces:R:3
O 1.701834 -7.633327 -19.149275 0.1 0.1 0.9
H 2.409646 -7.328384 -19.716944 0.1 -0.1 -0.3
H 0.900575 -7.388303 -19.612066 -0.2 0.0 -0.3
O 1.888411 -10.833232 -21.166104 0.8 0.3 -0.5
H 2.017270 -11.572216 -20.571510 0.2 -0.2 0.5
H 0.973320 -10.581649 -21.041459 -0.3 -0.1 0.1
O 3.180143 -8.502949 -16.822025 0.1 0.3 0.4
H 3.905056 -7.900399 -16.988361 0.3 0.1 0.0
H 2.460146 -8.164999 -17.354597 -0.3 0.0 -0.7
O 3.299948 -11.101867 -16.460591 0.0 -1.2 0.0
H 3.252939 -10.186391 -16.736146 0.0 0.8 0.0
H 4.220989 -11.238764 -16.238831 0.2 -0.1 0.2
O -2.725396 -3.546730 -17.327217 0.1 0.5 -0.1
H -3.659312 -3.753607 -17.362432 -0.2 -0.1 0.0
H -2.291064 -4.399591 -17.312573 0.1 -0.5 0.2
O -0.219398 -8.913407 -16.563168 -0.4 -1.0 -0.3
H -0.073897 -8.059839 -16.155149 0.3 0.3 0.3
H 0.308156 -8.890811 -17.361553 0.0 -0.1 -0.3
O 1.146672 -8.030366 -21.982412 -0.2 0.7 0.1
H 1.611833 -8.853493 -21.833058 0.4 -0.6 0.1
H 0.325626 -8.290993 -22.399767 0.1 0.1 -0.3
O -4.986700 -8.280169 -18.187521 0.2 0.2 -0.1
H -5.612053 -8.116193 -17.481631 -0.2 0.1 0.2
H -4.782201 -9.212462 -18.115206 0.1 -0.3 0.0
O 3.866187 -7.508999 -12.993125 0.3 0.2 0.0
H 3.401219 -7.652963 -13.817328 -0.1 -0.1 -0.3
H 3.304839 -7.907586 -12.328103 -0.2 -0.2 0.2
O -0.647625 -10.289304 -21.323753 -0.6 0.2 0.0
H -1.325520 -10.963796 -21.365506 -0.1 -0.3 0.0
H -1.074779 -9.498978 -21.654135 -0.2 0.2 0.1
O 2.867086 -5.007623 -16.516396 0.0 -0.3 0.1
H 2.429035 -4.893061 -17.359732 -0.2 0.1 -0.3
H 3.645805 -4.453929 -16.573270 0.3 0.1 0.1
O -1.971824 -6.385110 -16.606777 -0.2 0.3 -0.1
H -1.325761 -6.516448 -15.912813 0.3 0.2 0.1
H -2.586974 -7.111022 -16.502505 -0.3 -0.2 -0.2
O 2.153035 -12.395393 -18.730918 -0.3 -0.3 -0.7
H 1.688281 -12.859831 -18.034826 0.0 -0.1 0.1
H 2.850936 -11.921401 -18.278711 0.2 0.3 0.5
O 0.824630 -6.708421 -15.671416 -0.4 0.2 0.3
H 1.018092 -6.083067 -14.973025 0.1 0.2 0.2
H 1.593968 -6.678605 -16.240149 0.3 0.1 0.0
O 0.570212 -10.000079 -12.270630 0.5 0.3 0.3
H 0.409533 -10.065151 -13.212007 -0.3 -0.1 -0.3
H -0.297728 -9.874040 -11.887181 -0.2 -0.1 0.1
O -1.990762 -12.420688 -12.742488 -0.2 -0.2 0.5
H -1.636070 -12.034696 -13.543393 0.2 0.4 -0.4
H -2.308432 -13.282558 -13.011730 -0.1 -0.2 0.0
O -0.668761 -11.089122 -14.867686 -0.1 -0.5 0.5
H 0.178748 -11.534034 -14.871827 0.3 -0.2 0.0
H -0.604772 -10.444351 -15.572248 0.0 0.7 -0.6
```
Forces are in eV/Å.

The frontier orbital gap comes out at 10.4 eV. The HOMO energy is -10.706 eV. The relative energy (zero: lowest compared OMol25 entry of this formula, charge and spin) is 38.53 kcal per mole. The net charge is 0.

The following is a quantum chemistry calculation of a 4-piece molecular cluster, C25H71FN11O4P4 overall in a non-equilibrium geometry, from the Open Molecules 2025 dataset.

XYZ file:
```
116
Properties=species:S:1:pos:R:3:forces:R:3
C 1.308298 -3.679796 4.710772 0.5 0.7 0.3
C 0.873843 -2.244294 4.006027 0.4 -0.9 0.6
F 1.895418 -1.969983 2.942034 -2.6 -0.3 2.4
C -0.629980 -2.281668 3.340589 1.6 3.0 -3.4
N -0.436964 -3.065800 2.074518 -1.2 -0.7 1.3
C -0.780799 -0.727550 2.741123 -0.6 1.9 1.2
C -1.714911 0.050286 3.852276 0.5 0.3 -0.8
N -2.662256 -1.063325 4.263262 -1.0 -0.1 -2.3
C -1.940737 -2.408008 4.276682 3.0 -1.2 2.6
P -3.302897 -3.691252 4.041510 -1.2 -1.7 1.2
C -2.964513 -4.977581 2.678507 -0.2 -1.2 -0.5
O -3.283208 -4.649172 5.539526 1.8 -0.3 -3.1
H 1.666417 -3.395264 5.807875 -1.0 -1.0 -2.3
H 2.258726 -4.155620 4.170016 -2.3 1.2 1.0
H 0.406719 -4.457905 4.721665 2.0 1.7 0.1
H 0.908961 -1.349952 4.776304 0.2 -1.8 -1.6
H -0.355822 -4.097472 2.233753 -0.3 1.4 -0.3
H -1.114071 -2.826439 1.318084 0.8 -0.5 1.1
H 0.188907 -0.071151 2.673544 -1.6 -1.8 0.1
H -1.327320 -0.591695 1.708954 1.0 -0.8 1.9
H -2.375004 0.840224 3.272790 1.6 -1.2 1.8
H -1.177542 0.407895 4.827714 -0.9 -0.2 -2.2
H -3.296291 -1.159460 3.422514 0.4 0.1 1.1
H -3.344636 -0.843660 5.020731 1.0 -0.4 -0.2
H -1.502230 -2.573800 5.374565 -1.2 0.4 -2.1
H -2.593121 -4.534426 1.649739 -0.6 -0.9 2.4
H -2.271834 -5.814981 3.118522 -1.0 1.5 -1.2
H -4.006317 -5.508926 2.438717 2.2 1.3 0.8
H -2.677224 -5.459611 5.397302 -1.3 1.8 0.5
O 0.865059 -2.981336 -4.199089 -2.1 2.9 1.5
P 1.495597 -2.510567 -2.865661 5.2 -5.4 -0.7
N 2.991457 -2.218192 -3.577419 1.7 1.4 -0.8
C 4.100535 -3.100146 -3.830088 0.3 -0.3 0.2
C 3.108006 -0.983363 -4.356685 -0.3 0.0 0.2
N 1.345715 -4.064582 -2.143493 -1.6 -1.1 0.4
C 2.411931 -4.994093 -1.820915 0.2 0.4 0.9
C 0.171034 -4.854850 -2.547607 -0.2 0.4 -0.2
N 2.220495 -1.969348 -1.332688 -2.4 0.7 0.2
C 3.608085 -1.736851 -0.976545 0.3 1.1 -0.5
C 1.369991 -2.087025 -0.150129 -0.2 0.2 -0.1
H 5.020907 -2.650085 -3.428055 0.0 0.0 -0.2
H 4.255268 -3.289252 -4.894641 -0.1 0.0 -0.1
H 4.024712 -4.066782 -3.349619 -0.2 0.0 0.0
H 3.107174 -0.118311 -3.688895 0.0 0.3 0.0
H 2.275099 -0.880263 -5.057261 0.0 0.0 -0.1
H 4.033834 -0.938545 -4.944069 -0.2 -0.2 0.3
H 2.743457 -5.555080 -2.699599 0.0 0.0 -0.1
H 2.074126 -5.729048 -1.077625 -0.1 0.1 -0.1
H 3.270088 -4.508511 -1.357764 0.0 0.1 -0.2
H 0.329839 -5.344585 -3.510386 -0.1 -0.1 -0.1
H -0.720810 -4.223423 -2.631661 0.3 -0.1 -0.1
H -0.069116 -5.628863 -1.809534 0.3 0.1 0.1
H 4.186072 -2.660787 -0.914487 -0.1 -0.1 -0.2
H 3.696421 -1.243377 -0.000161 -0.4 -0.1 -0.1
H 4.103742 -1.051549 -1.669310 0.0 -0.3 -0.1
H 1.553555 -3.030440 0.377953 0.0 0.2 0.0
H 0.311072 -2.051360 -0.428227 0.2 -0.1 0.0
H 1.533451 -1.262590 0.550455 0.1 -0.1 0.0
O -0.297987 2.968485 5.283658 2.8 -2.8 -1.4
P 0.917946 3.917504 5.418210 -4.3 5.8 2.2
N 0.619051 4.208246 7.047876 0.4 -0.3 2.3
C -0.242960 5.166167 7.689016 -0.1 0.5 0.0
C 1.023810 3.152659 7.979298 0.1 0.0 -0.4
N 0.237452 5.084580 4.353402 -0.5 -0.4 -1.8
C -0.277876 6.396857 4.695794 0.9 0.6 -0.1
C -0.585349 4.554437 3.253560 0.2 -0.3 0.0
N 2.315840 5.008541 5.572898 0.4 -1.6 -1.8
C 2.682695 5.925383 6.636438 0.6 -0.7 1.0
C 3.037282 5.297760 4.335350 0.3 -0.3 -0.3
H 0.331660 5.722373 8.445135 -0.1 -0.1 0.1
H -1.094334 4.699312 8.189203 -0.1 -0.1 0.0
H -0.646081 5.921668 7.027429 0.0 -0.1 -0.2
H 2.113693 3.113210 8.049005 0.2 -0.2 0.1
H 0.662885 2.175555 7.647377 0.0 -0.1 0.0
H 0.639640 3.312977 8.994629 0.0 0.2 -0.4
H -1.290050 6.342755 5.107231 -0.1 0.0 0.1
H -0.325369 7.039217 3.805924 0.0 -0.2 0.0
H 0.365743 6.935557 5.390264 0.0 -0.2 0.1
H -1.594512 4.309460 3.590574 -0.2 -0.1 0.0
H -0.140627 3.647503 2.828303 -0.1 0.2 0.2
H -0.668567 5.271530 2.428712 0.2 0.1 0.3
H 2.014161 6.786115 6.697929 -0.2 -0.1 -0.1
H 3.695998 6.322556 6.494608 -0.2 -0.2 -0.3
H 2.721577 5.433163 7.611859 -0.2 0.1 -0.1
H 2.675028 6.223502 3.872348 0.0 -0.1 0.1
H 2.912671 4.483121 3.613715 -0.1 0.2 0.1
H 4.113377 5.396602 4.507049 -0.1 0.0 0.1
O -3.740831 -1.150288 -7.197941 1.2 -1.8 -3.6
P -2.512861 -0.299712 -7.605180 -1.2 4.2 6.1
N -1.715655 -0.601388 -6.154962 1.5 -0.8 1.4
C -1.797363 0.064260 -4.881394 0.0 0.3 -0.1
C -1.077318 -1.913579 -6.027202 -0.3 0.1 -0.2
N -3.420117 1.161609 -7.624799 -1.6 0.6 -1.0
C -3.333507 2.266479 -6.688517 0.7 0.4 -0.6
C -4.825023 1.044846 -8.049428 0.1 -0.4 -0.2
N -1.101128 0.678151 -8.073362 -0.8 -0.8 -2.2
C 0.012052 1.166348 -7.280396 0.7 -1.0 0.1
C -1.212806 1.388518 -9.345587 -0.1 -0.2 -0.4
H -0.783163 0.324150 -4.542094 0.0 -0.1 0.1
H -2.262048 -0.554751 -4.110765 -0.1 -0.2 0.1
H -2.339232 1.000797 -4.897604 -0.2 0.0 -0.2
H -0.199023 -1.966817 -6.675293 0.2 -0.2 0.0
H -1.765104 -2.714818 -6.310287 0.0 -0.1 -0.1
H -0.738692 -2.122512 -5.004526 -0.3 0.4 -0.6
H -3.886430 2.063908 -5.766593 -0.1 -0.1 0.1
H -3.759284 3.179813 -7.125879 -0.1 -0.2 -0.1
H -2.306115 2.532120 -6.442280 0.1 -0.2 0.1
H -5.460956 0.689666 -7.236138 -0.1 -0.1 0.1
H -4.928015 0.348087 -8.889112 0.0 0.1 0.3
H -5.223824 2.005084 -8.396450 0.3 0.1 0.1
H -0.284248 1.945778 -6.575931 -0.2 0.0 0.1
H 0.799792 1.595606 -7.912732 -0.3 -0.1 -0.2
H 0.514295 0.363532 -6.734066 -0.2 0.1 0.1
H -1.568463 2.415113 -9.196562 0.0 -0.1 0.0
H -1.913266 0.877897 -10.015321 0.0 0.2 0.2
H -0.254870 1.428896 -9.872805 0.0 -0.1 0.1
```
Forces are in eV/Å.

The frontier orbital gap comes out at 5.4 eV. The HOMO energy is -8.633 eV. The net charge is +1.

no.,M (g/mol),E (eV)
1,306.3,-35360.340
2,732.8,-91510.508